# 1
{
  "formula": "C13H21BN3O3",
  "method": "ωB97M-V/def2-TZVPD",
  "homo_lumo_gap_ev": 4.7,
  "total_charge": 1,
  "fmax_ha_per_bohr": 0.1187,
  "elements": ["C", "C", "C", "C", "O", "C", "C", "C", "C", "N", "C", "B", "O", "O", "N", "H", "H", "H", "H", "H", "H", "H", "H", "H", "H", "H", "H", "H", "H", "H", "H", "N", "C", "C", "C", "C", "H", "H", "H", "H", "H"],
  "xyz": [[-4.109, 1.405, 0.600], [-4.728, 0.125, -0.278], [-3.579, -0.748, -1.055], [-3.098, -0.137, -2.499], [-2.882, 1.318, -2.522], [-1.593, 1.691, -1.880], [-1.304, 3.280, -1.664], [0.065, 3.815, -0.934], [1.073, 2.544, -0.527], [0.568, 1.180, -0.881], [1.575, 0.060, -0.518], [0.841, -1.381, -0.205], [0.530, -2.276, -1.354], [0.482, -1.888, 1.147], [-0.569, 0.712, -1.445], [-3.285, 1.056, 1.367], [-5.016, 1.797, 1.264], [-3.779, 2.305, -0.079], [-5.630, 0.457, -0.959], [-5.206, -0.597, 0.544], [-2.697, -0.968, -0.305], [-4.070, -1.810, -1.286], [-2.194, -0.777, -2.896], [-3.993, -0.348, -3.260], [-2.117, 4.048, -2.051], [0.334, 4.935, -0.712], [2.133, 2.728, -0.010], [2.244, -0.106, -1.492], [2.276, 0.371, 0.369], [0.121, -1.762, -2.113], [-0.497, -1.685, 1.304], [3.756, -1.993, 1.992], [4.272, -2.849, 2.930], [5.563, -2.456, 3.201], [5.834, -1.318, 2.404], [4.700, -1.053, 1.669], [2.825, -2.046, 1.600], [3.677, -3.664, 3.321], [6.237, -2.935, 3.900], [6.756, -0.753, 2.369], [4.485, -0.278, 0.945]],
  "forces_ev_per_a": [[-1.458, -0.143, 0.163], [0.236, -0.170, 1.260], [-0.767, -0.363, 0.127], [-1.480, -2.712, -0.189], [5.191, -0.071, 2.589], [1.470, 1.615, 0.721], [2.489, -0.853, 1.276], [-1.607, -5.748, -1.274], [-4.319, 0.909, -2.145], [2.342, 3.260, 1.726], [1.441, -0.229, -0.753], [-2.085, -2.831, -0.588], [-0.318, 3.167, 1.973], [-0.548, 2.162, -2.916], [-2.613, 4.046, -0.989], [-1.469, 0.699, -1.794], [2.018, -0.718, -1.417], [-0.431, -1.877, 1.376], [2.054, -0.563, 1.170], [1.061, 1.489, -1.864], [-1.588, 0.637, -1.608], [1.215, 2.279, 0.265], [-1.513, 1.682, 0.730], [2.033, 0.894, 1.663], [1.899, -1.829, 0.946], [-0.683, -2.499, -0.553], [-2.660, -0.942, -1.314], [-1.372, 0.496, 2.112], [-1.574, -0.231, -1.752], [1.164, -0.826, 1.203], [1.929, -0.702, -0.233], [-0.118, 0.006, -0.034], [0.064, -0.073, 0.030], [-0.307, -0.230, 0.068], [-0.091, 0.317, -0.265], [0.134, 0.028, 0.027], [0.287, -0.102, 0.388], [0.135, 0.138, -0.067], [-0.138, 0.086, -0.129], [-0.168, -0.096, 0.001], [0.144, -0.099, 0.072]],
  "lowdin_charge": [-0.1380, -0.2362, -0.1880, -0.1844, -0.0836, -0.0783, 0.0981, 0.0805, 0.1005, -0.1420, -0.0225, -0.4100, 0.0558, 0.0402, 0.1454, 0.0804, 0.0896, 0.0573, 0.1233, 0.1214, 0.1027, 0.1360, 0.1276, 0.1610, 0.1382, 0.1259, 0.1656, 0.1665, 0.1249, 0.0996, 0.1285, 0.0027, -0.1240, -0.1006, -0.1070, -0.1580, 0.1090, 0.1126, 0.0983, 0.0956, 0.0857]
}

***

# 2
{
  "formula": "C13H21BN6OPb",
  "method": "ωB97M-V/def2-TZVPD",
  "homo_lumo_gap_ev": 7.9,
  "relative_energy_kj_mol": 437.23,
  "fmax_ha_per_bohr": 0.1654,
  "elements": ["H", "N", "B", "N", "C", "Pb", "H", "C", "H", "C", "H", "C", "H", "H", "H", "N", "N", "N", "N", "C", "C", "H", "H", "C", "C", "C", "C", "H", "H", "H", "H", "H", "C", "C", "C", "O", "H", "H", "H", "H", "H", "H", "H"],
  "xyz": [[-0.191, 2.693, 0.883], [0.117, 1.573, -0.874], [0.762, 0.719, -3.157], [0.609, 1.862, -2.129], [0.933, 3.176, -2.205], [-1.038, -0.757, -0.387], [1.341, 3.601, -3.078], [0.623, 3.770, -0.934], [0.748, 4.762, -0.646], [0.134, 2.694, -0.172], [1.171, 1.113, -4.192], [-1.468, -2.552, 0.551], [-2.009, -2.439, 1.630], [-0.466, -3.091, 0.609], [-2.267, -3.077, -0.126], [-0.640, 0.098, -3.305], [1.628, -0.427, -2.551], [-1.368, -0.464, -2.273], [1.257, -1.086, -1.383], [-1.420, 0.057, -4.381], [2.825, -0.884, -2.963], [-1.128, 0.408, -5.270], [3.283, -0.462, -3.866], [-2.652, -0.545, -4.057], [3.251, -1.859, -2.063], [-2.613, -0.870, -2.725], [2.248, -1.911, -1.142], [-3.424, -0.712, -4.674], [4.172, -2.412, -2.108], [-3.360, -1.311, -2.085], [2.206, -2.568, -0.209], [-2.739, -0.427, 0.289], [1.294, -0.559, 3.682], [-0.015, -0.504, 2.897], [-1.036, 0.363, 3.659], [0.262, 0.009, 1.658], [1.700, 0.464, 3.751], [2.006, -1.172, 3.119], [1.128, -0.980, 4.680], [-0.423, -1.542, 2.918], [-0.610, 1.376, 3.772], [-1.991, 0.451, 3.124], [-1.229, -0.058, 4.659]],
  "forces_ev_per_a": [[0.208, -0.170, -0.848], [0.017, -0.247, -0.780], [0.334, -0.177, 1.633], [-0.056, 0.476, 0.782], [-1.072, -0.082, 2.960], [1.844, 2.498, 7.917], [0.372, 0.318, -0.828], [0.267, -2.635, -2.232], [0.202, 1.345, 0.359], [-0.064, 0.384, 0.427], [0.070, -0.013, -0.332], [-0.723, -3.846, 1.663], [1.694, 0.162, -2.786], [-1.736, -0.133, 0.235], [1.701, 0.622, 1.129], [-2.530, -1.056, 0.229], [-0.063, -0.109, 0.439], [-1.680, 0.443, -5.628], [0.088, 0.919, -1.491], [-1.771, -1.667, 3.267], [-0.078, 0.131, -0.010], [1.229, 1.321, -3.038], [-0.221, -0.314, 0.565], [2.489, 0.630, 1.385], [0.884, 0.676, -1.556], [2.391, 1.246, -0.712], [-0.587, -2.009, 3.207], [-2.527, -0.483, -2.206], [-0.029, -0.053, 0.100], [0.183, 0.056, 0.147], [0.009, 1.067, -1.495], [0.037, 1.150, -0.551], [0.041, 0.129, -0.098], [-0.436, -0.016, 0.751], [0.174, 0.147, 0.157], [-0.850, -0.421, -2.473], [-0.067, -0.355, 0.101], [-0.021, 0.057, 0.212], [0.194, 0.086, -0.058], [0.096, 0.153, -0.346], [-0.223, -0.328, 0.005], [0.216, -0.087, 0.008], [-0.009, 0.187, -0.211]],
  "lowdin_charge": [0.1215, -0.0069, -0.4923, -0.0333, -0.0459, 1.2464, 0.0991, -0.0347, 0.0645, -0.1416, 0.1193, -0.3732, 0.0717, 0.0073, 0.0267, 0.0441, -0.0178, -0.1932, -0.0036, -0.0056, -0.0644, 0.0948, 0.1298, -0.0155, -0.0665, -0.0888, -0.1792, 0.0660, 0.0952, 0.1063, 0.1440, -0.0343, -0.0813, -0.6686, -0.0798, -0.3374, 0.0797, 0.0683, 0.0713, 0.1013, 0.0756, 0.0606, 0.0704]
}

***

# 3
{
  "formula": "C13H21CaO",
  "method": "ωB97M-V/def2-TZVPD",
  "homo_lumo_gap_ev": 8.6,
  "relative_energy_kj_mol": 0.00,
  "total_charge": 1,
  "fmax_ha_per_bohr": 0.0087,
  "elements": ["Ca", "C", "C", "C", "C", "C", "C", "C", "C", "C", "C", "H", "H", "H", "H", "H", "H", "H", "H", "H", "H", "H", "H", "H", "H", "C", "C", "C", "O", "H", "H", "H", "H", "H", "H", "H"],
  "xyz": [[0.211, 0.797, -0.061], [1.465, -2.969, 1.117], [0.497, -3.017, -0.062], [-0.218, -4.371, -0.134], [-0.542, -1.914, -0.034], [-1.084, -1.431, -1.234], [-2.107, -0.485, -1.243], [-2.636, 0.025, -0.050], [-3.785, 0.998, -0.057], [-2.076, -0.434, 1.147], [-1.053, -1.385, 1.157], [2.251, -3.709, 0.975], [0.966, -3.209, 2.058], [1.949, -1.995, 1.222], [1.074, -2.891, -0.983], [-0.818, -4.533, 0.764], [0.513, -5.176, -0.204], [-0.878, -4.433, -1.000], [-0.722, -1.831, -2.175], [-2.529, -0.172, -2.191], [-4.455, 0.794, -0.890], [-3.442, 2.030, -0.160], [-4.355, 0.932, 0.867], [-2.471, -0.076, 2.091], [-0.672, -1.732, 2.109], [2.474, 3.587, -1.539], [2.513, 3.131, -0.088], [1.907, 4.172, 0.841], [1.844, 1.900, 0.055], [3.028, 4.516, -1.676], [1.438, 3.766, -1.848], [2.908, 2.828, -2.189], [3.562, 2.985, 0.198], [0.863, 4.358, 0.566], [2.443, 5.119, 0.778], [1.939, 3.826, 1.875]],
  "forces_ev_per_a": [[0.100, 0.004, 0.030], [-0.007, -0.012, -0.008], [0.016, 0.021, 0.008], [0.013, 0.000, 0.031], [-0.038, 0.009, 0.008], [-0.011, -0.039, 0.012], [-0.014, -0.011, 0.046], [0.042, -0.005, -0.020], [0.042, 0.010, -0.001], [-0.025, -0.039, -0.007], [0.000, -0.059, -0.021], [0.002, 0.001, 0.008], [0.011, 0.002, 0.001], [0.001, -0.003, -0.001], [-0.009, -0.002, -0.012], [0.001, -0.007, -0.006], [-0.006, -0.004, 0.000], [0.000, 0.002, -0.003], [0.010, 0.003, 0.001], [0.011, 0.030, 0.003], [-0.003, 0.000, 0.000], [-0.003, 0.005, -0.003], [0.001, 0.003, 0.001], [0.002, 0.015, -0.005], [0.002, -0.004, -0.009], [-0.029, -0.042, 0.037], [0.246, -0.107, 0.089], [-0.013, -0.060, -0.025], [-0.368, 0.207, -0.141], [0.008, 0.008, -0.017], [0.004, 0.009, -0.006], [0.005, 0.008, -0.010], [0.005, 0.021, -0.003], [0.002, 0.011, 0.003], [0.002, 0.015, 0.012], [0.001, 0.012, 0.006]],
  "lowdin_charge": [1.5463, -0.0602, -0.3859, -0.0416, -0.2674, -0.0653, -0.0606, -0.3042, -0.0232, -0.0635, -0.0645, 0.0928, 0.0841, 0.0832, 0.1405, 0.0936, 0.0907, 0.0855, 0.1357, 0.1322, 0.0938, 0.0916, 0.0919, 0.1320, 0.1265, -0.0706, -0.5873, -0.0706, -0.5504, 0.0832, 0.0728, 0.0753, 0.1326, 0.0726, 0.0831, 0.0754]
}

***

# 4
{
  "formula": "C13H21ClFN2O2P2",
  "method": "ωB97M-V/def2-TZVPD",
  "homo_lumo_gap_ev": 6.4,
  "total_charge": 1,
  "fmax_ha_per_bohr": 0.0189,
  "elements": ["N", "C", "C", "C", "C", "C", "N", "C", "C", "P", "O", "P", "O", "Cl", "H", "H", "H", "H", "H", "H", "H", "H", "H", "H", "H", "H", "H", "H", "H", "H", "F", "C", "C", "C", "C", "C", "C", "H", "H", "H", "H", "H"],
  "xyz": [[0.593, 0.775, -1.595], [0.467, 0.986, -0.145], [1.846, 1.018, 0.506], [2.402, -0.387, 0.781], [1.849, -0.965, 2.094], [2.802, -0.897, 3.304], [2.272, -1.976, 4.161], [1.424, -2.729, 3.578], [1.267, -2.424, 2.139], [-0.525, -2.412, 1.734], [-1.228, -1.527, 2.680], [2.145, -3.949, 1.375], [1.243, -4.087, 0.029], [3.894, -3.181, 0.663], [1.396, 0.188, -1.794], [-0.205, 0.252, -1.930], [-0.093, 0.163, 0.312], [-0.068, 1.910, 0.042], [1.797, 1.562, 1.450], [2.533, 1.556, -0.146], [3.485, -0.306, 0.866], [2.205, -1.044, -0.063], [1.004, -0.327, 2.366], [3.856, -1.003, 3.071], [2.624, 0.035, 3.834], [2.555, -2.094, 5.125], [0.922, -3.556, 4.065], [-0.896, -3.762, 1.779], [-0.605, -2.020, 0.391], [1.542, -3.522, -0.692], [-2.363, 1.785, -1.137], [-2.955, 2.300, -2.246], [-4.086, 3.072, -2.088], [-4.691, 3.598, -3.221], [-4.163, 3.344, -4.479], [-3.023, 2.564, -4.607], [-2.405, 2.036, -3.482], [-4.482, 3.253, -1.098], [-5.577, 4.209, -3.117], [-4.639, 3.756, -5.358], [-2.608, 2.367, -5.586], [-1.507, 1.440, -3.560]],
  "forces_ev_per_a": [[0.009, -0.237, 0.221], [0.370, -0.339, -0.180], [-0.128, -0.149, -0.036], [0.292, 0.385, 0.286], [-0.252, -0.059, -0.272], [-0.783, 0.487, -0.149], [0.271, -0.002, 0.040], [-0.260, -0.161, -0.396], [0.850, 0.426, 0.201], [-0.439, 0.262, 0.190], [-0.006, 0.052, 0.190], [-0.436, -0.481, -0.208], [0.306, -0.018, 0.087], [0.039, 0.054, 0.123], [0.119, 0.057, -0.050], [-0.166, 0.184, -0.135], [-0.282, 0.162, 0.224], [-0.114, 0.060, -0.014], [0.054, 0.121, 0.021], [0.023, 0.121, -0.019], [0.090, -0.186, -0.127], [-0.076, -0.091, -0.102], [-0.174, -0.121, 0.079], [0.104, -0.340, 0.115], [0.341, 0.115, 0.071], [-0.028, -0.035, 0.128], [0.134, 0.018, 0.325], [0.061, -0.111, -0.179], [0.198, -0.253, -0.113], [-0.115, 0.085, -0.305], [0.015, -0.052, -0.056], [-0.061, 0.069, -0.041], [-0.062, 0.014, 0.116], [0.035, -0.019, -0.044], [-0.011, 0.013, -0.022], [-0.048, 0.027, 0.018], [0.097, -0.077, 0.010], [0.019, -0.003, 0.005], [-0.015, 0.002, 0.011], [-0.002, 0.002, -0.009], [0.017, -0.002, -0.008], [0.017, 0.021, 0.005]],
  "lowdin_charge": [0.0194, -0.2770, -0.1804, -0.2034, -0.3001, -0.0572, 0.1454, -0.0909, -0.6126, 0.7260, -0.3765, 0.6130, -0.3668, 0.3594, 0.0556, 0.0513, 0.0752, 0.1078, 0.1173, 0.1212, 0.0969, 0.0789, 0.1254, 0.1326, 0.1456, 0.1895, 0.1614, 0.0383, 0.0364, 0.0560, 0.0343, -0.2780, -0.0163, -0.0762, -0.0889, -0.0781, -0.0228, 0.1184, 0.1079, 0.1045, 0.1069, 0.1004]
}